The following is a DFT calculation (ωB97M-V with the def2-TZVPD basis set) of 2 unconnected molecules or ions with the total composition F2H2O4Si in a non-equilibrium geometry.

## Properties
Strongest force on any atom   2.54 eV/Å
SMILES   O=[Si](O)F.OOF
Highest occupied orbital energy   -11.174 eV
Energy above the lowest of the compared OMol25 structures with the same formula, charge and spin   2.1057 eV

Last column: Löwdin charge in e.
CARTESIAN COORDINATES (ANGSTROEM)
Si 1.34341 -0.55731 -0.07250  0.422
F -1.70599 1.70737 -0.00796  -0.121
F 2.58625 -0.43373 -1.04499  -0.062
O 1.75123 0.41104 1.18104  -0.054
O -2.39339 -0.39440 -0.79916  -0.007
O -2.45740 0.43884 0.27703  -0.061
O 0.13695 -1.46352 -0.01931  -0.249
H -1.53309 -0.88135 -0.51237  0.078
H 2.27204 1.17305 0.99822  0.054

Atomic forces in eV per Å
0.956 0.934 1.678
-0.225 -0.952 -0.255
-0.640 -0.319 -0.327
-1.272 -1.332 -0.588
2.100 -0.015 1.436
-0.428 0.571 -0.081
-0.180 -0.001 -0.683
-1.146 0.214 -1.031
0.835 0.900 -0.149

***

The following is a DFT calculation (ωB97M-V with the def2-TZVPD basis set) of a molecular structure, C60H47CoN6O6S in a non-equilibrium geometry.

## Properties
Multiplicity   2
Strongest force on any atom   2.27 eV/Å
Total charge   -1
Highest occupied orbital energy (alpha / beta)   -3.733 / -3.778 eV

Last column: Mulliken spin population.
CARTESIAN COORDINATES (ANGSTROEM)
Co 0.92240 0.85844 0.52683  1.010
S -2.29260 4.83554 -0.18147  -0.002
O 5.56250 -2.95786 6.76313  0.001
O -1.30100 5.88654 -0.18177  0.000
O -3.12070 -4.51756 -4.31137  0.000
O 6.96070 -1.51146 -5.39567  0.000
O -4.33400 -3.93466 4.82903  -0.001
O -3.09950 4.71374 1.02423  0.000
N 0.84370 0.89204 -1.47597  -0.054
N 2.84480 0.88804 0.57873  0.008
N -1.38830 1.57114 0.78103  -0.046
N 0.80620 0.80144 2.53013  -0.011
N -0.74020 0.40774 0.43413  -0.034
N -1.65950 3.47814 -0.73307  -0.005
C -0.30310 0.78894 3.31283  -0.041
C 3.62000 0.61784 1.67493  -0.052
C 4.18480 -1.66446 3.60283  0.015
C 3.29580 0.86714 -1.82667  0.003
C 4.98760 0.47744 1.29443  0.039
C -3.82320 0.96034 -0.82207  -0.003
C -3.76740 -0.45006 3.98423  -0.004
C -3.65130 -2.33266 -3.62617  0.002
C 4.02940 -0.31756 3.92553  0.002
C 0.24120 1.03314 -3.66757  0.001
C -3.63500 -5.14716 4.91673  0.000
C 3.18960 0.46264 2.98883  0.092
C -3.62730 1.19674 1.34923  -0.005
C 6.77050 -2.85696 -5.75197  0.000
C 1.86760 0.68454 3.39733  -0.069
C -3.65990 2.13274 0.14613  0.011
C 3.69590 0.84804 -0.49427  0.076
C -5.26780 6.73344 -2.17617  0.000
C 1.41420 0.65384 4.73683  0.010
C 1.60920 1.12324 -3.62107  0.028
C -2.70910 -1.04776 0.36233  -0.019
C -5.53460 7.49894 -4.54627  0.000
C 5.11890 -2.13226 5.75793  0.003
C -3.41960 5.38104 -1.49607  -0.001
C -1.67150 -1.58326 3.85933  -0.013
C -2.18190 2.27744 -0.32887  0.023
C 0.05010 0.73624 4.67983  -0.037
C 4.25320 0.35854 -2.82737  -0.019
C -2.25980 -2.76486 4.25783  0.003
C -2.01380 -0.78276 -2.76527  0.005
C -4.36820 -1.63436 4.35983  0.002
C 4.52170 0.12454 5.14913  0.004
C 6.02760 -0.93966 -4.56407  0.001
C 3.94810 -0.88386 -3.37837  0.005
C -2.16530 -5.42526 -4.79667  0.000
C -3.01060 5.27154 -2.81037  0.000
C -1.36610 -3.01816 -3.47457  0.002
C 4.71160 -2.56846 4.50493  -0.004
C -1.60840 0.47694 -2.11307  -0.008
C -4.56390 6.08274 -1.17757  0.000
C -2.45060 1.19924 -1.36637  0.005
C 1.96800 1.01084 -2.25897  -0.011
C 5.23310 -4.32186 6.68933  0.000
C -3.62810 -2.80766 4.48683  -0.005
C -2.24000 1.23954 1.85333  -0.035
C -2.68110 -3.31596 -3.80767  -0.001
C 5.46190 0.95184 -3.17707  0.005
C -4.82400 6.70104 -3.49157  0.000
C -3.32720 -1.09076 -3.12447  0.003
C 5.03780 0.62154 -0.05427  -0.036
C -3.71010 5.93104 -3.80547  0.000
C -3.79390 -0.03896 0.39203  0.001
C -0.20370 0.85794 -2.34237  0.089
C -1.70260 0.66204 2.95523  -0.008
C -1.37920 -0.77746 0.34463  0.068
C 5.07000 -0.77026 6.04833  0.001
C 4.81770 -1.53366 -4.23037  0.002
C 6.33560 0.31424 -4.03817  0.001
C -2.40790 -0.40716 3.68023  0.003
C -1.05170 -1.77256 -2.96307  0.000
H -0.69180 -1.60786 0.21613  -0.007
H 5.43540 -0.44226 7.00923  0.000
H 5.71490 1.92274 -2.77547  0.000
H -4.76030 -0.52806 0.52713  0.001
H -0.61420 -1.58396 3.64023  -0.003
H -1.58420 -4.98516 -5.61407  0.000
H 3.83300 -2.01216 2.64153  0.001
H 7.27380 0.76774 -4.32157  0.000
H -4.37290 0.44104 3.91283  0.000
H 4.16570 -4.46686 6.49083  0.000
H 4.54000 -2.49786 -4.62767  0.000
H 4.77330 -3.61056 4.23383  0.000
H 2.04540 0.58494 5.60083  0.004
H -0.02560 -1.56216 -2.70537  0.004
H -0.39020 1.07884 -4.53597  0.001
H 5.90230 0.57384 -0.68817  -0.001
H -5.43170 -1.69036 4.53933  0.000
H -3.00520 -2.08176 0.28353  -0.002
H -4.37870 -5.92146 5.10613  0.000
H -4.84610 7.78034 -5.34067  0.000
H 6.64520 -3.49026 -4.86657  0.000
H -3.11020 -5.37246 3.98293  0.000
H -0.65630 0.74544 5.48803  -0.002
H -4.67450 0.85324 -1.48667  0.001
H -1.47700 -5.77566 -4.02077  0.000
H -4.66950 -2.56936 -3.89187  0.000
H -2.12940 4.68684 -3.01967  0.000
H -4.87450 6.13054 -0.14617  0.000
H 7.67240 -3.15866 -6.28377  0.000
H -1.64360 -3.64646 4.34633  0.000
H 5.90400 -2.99196 -6.41057  0.000
H 5.47720 -4.74766 7.66403  0.000
H -2.73050 -6.27486 -5.18167  0.000
H 2.29640 1.26394 -4.43307  0.001
H 3.01390 -1.35486 -3.10997  0.000
H -2.91740 -5.14106 5.74613  0.000
H -5.95580 8.40254 -4.10937  0.000
H -0.58020 -3.75126 -3.58787  0.000
H -6.15690 7.29694 -1.93197  0.000
H 5.79020 0.31904 1.99143  0.003
H -3.37390 5.86854 -4.83237  0.000
H -4.26980 3.02364 0.15503  0.000
H -4.42050 1.32284 2.07723  0.000
H 4.44590 1.17104 5.41133  -0.001
H -4.10720 -0.35226 -3.04817  0.001
H 5.80970 -4.84136 5.91683  0.000
H -6.34880 6.92194 -4.98607  0.000

Atomic forces in eV per Å
2.249 -0.037 -0.227
0.593 -1.016 -0.820
0.061 0.523 -0.140
0.067 -0.021 -0.035
-0.112 0.259 0.182
-0.166 0.488 0.337
-0.143 0.331 -0.006
-0.053 0.034 -0.010
-0.857 0.023 0.000
1.025 0.155 0.356
-1.524 0.305 0.657
-1.118 0.424 -0.172
-1.348 -1.202 -0.104
0.210 2.108 0.165
0.099 -0.172 -1.296
0.593 0.224 -1.373
-0.047 0.226 0.065
-1.644 0.119 -0.547
-0.293 0.062 0.329
-0.605 -0.406 -0.369
0.041 0.004 0.017
-0.015 -0.283 -0.095
0.292 -0.137 0.115
1.008 0.230 -0.535
0.148 -0.160 0.034
-2.046 0.165 0.965
-0.256 0.554 0.607
-0.045 -0.283 -0.086
1.742 -0.158 -0.708
-0.188 0.202 0.011
0.557 -0.086 0.924
0.058 -0.039 -0.078
-1.059 -0.094 0.712
-0.767 -0.079 -0.543
0.179 -0.394 0.167
-0.031 -0.131 0.022
-0.025 0.105 0.184
0.378 -0.031 0.672
-0.257 0.190 0.035
-0.470 -0.393 0.183
1.287 -0.030 0.893
0.194 -0.111 -0.296
-0.136 -0.375 0.188
0.190 -0.209 -0.146
-0.074 -0.320 0.122
0.017 0.004 -0.166
0.103 -0.011 -0.057
0.019 0.212 0.120
0.098 -0.078 -0.126
0.046 -0.058 -0.139
-0.086 -0.446 -0.156
0.101 -0.271 0.186
-0.692 0.725 0.158
-0.106 -0.013 0.060
0.378 -0.296 -0.264
1.457 -0.019 0.252
-0.047 -0.271 -0.068
-0.102 0.106 -0.038
0.279 -0.007 -0.335
-0.012 0.143 0.035
-0.062 -0.013 -0.071
-0.071 0.045 -0.024
0.129 -0.033 -0.119
-0.264 0.001 -0.301
-0.001 -0.023 0.085
0.211 -0.298 -0.299
0.683 -0.002 0.924
0.153 0.527 0.088
-0.442 -0.066 0.230
0.083 -0.244 0.157
0.200 -0.218 -0.273
0.118 -0.122 -0.189
0.038 -0.309 0.076
-0.192 0.223 -0.022
0.060 -0.044 0.050
0.006 0.064 0.117
0.038 0.064 0.033
0.021 0.109 0.036
0.046 -0.036 -0.107
0.043 0.005 0.038
-0.030 -0.039 -0.046
0.073 0.071 0.001
0.007 0.029 -0.036
0.043 0.033 0.003
0.003 -0.061 -0.024
0.002 -0.121 -0.011
0.010 -0.028 0.179
0.153 -0.004 0.078
-0.134 -0.025 -0.062
0.107 -0.071 -0.058
-0.102 0.068 0.085
0.069 -0.186 -0.029
0.042 0.069 -0.032
-0.023 0.050 -0.089
0.012 0.029 -0.054
0.013 -0.036 0.040
-0.071 0.003 0.143
-0.049 0.081 -0.074
-0.064 0.029 0.029
-0.151 -0.010 -0.080
0.161 -0.060 -0.096
-0.039 0.055 0.163
-0.084 0.003 0.019
0.009 -0.102 0.048
0.065 0.042 0.053
-0.007 0.028 -0.134
0.089 0.043 0.046
0.097 0.018 -0.161
-0.063 -0.036 0.012
0.018 0.020 -0.086
-0.059 0.079 -0.072
0.027 -0.050 -0.061
-0.104 0.122 0.056
0.151 -0.090 -0.002
0.039 0.027 -0.084
-0.073 -0.072 0.006
0.030 -0.001 0.052
-0.006 0.050 0.011
-0.017 0.100 0.092
-0.006 0.008 0.029
-0.080 0.025 -0.100

***

The following is a DFT calculation (ωB97M-V with the def2-TZVPD basis set) of 2 unconnected molecules or ions with the total composition C5H5N2O in a non-equilibrium geometry.

## Properties
Strongest force on any atom   3.21 eV/Å
Total charge   +1
Highest occupied orbital energy   -14.713 eV
Energy above the lowest of the compared OMol25 structures with the same formula, charge and spin   1.8182 eV

Last column: Löwdin charge in e.
CARTESIAN COORDINATES (ANGSTROEM)
O -0.37465 3.49806 -2.45734  0.262
N -0.41642 1.30779 -0.80807  0.025
N -1.03539 3.00120 -1.70995  0.277
C 0.64848 -0.74164 -0.76701  -0.019
C 0.29519 -0.91588 0.54850  -0.004
C -0.81796 1.19107 0.45746  -0.067
C -0.44916 0.07714 1.14499  -0.023
C 0.33643 0.43322 -1.39036  -0.107
H 0.66734 0.42529 -2.40869  0.132
H -1.28441 2.00243 0.94501  0.123
H 0.46795 -1.70075 1.16804  0.097
H -0.77637 0.04724 2.19850  0.141
H 1.13287 -1.59439 -1.36971  0.163

Atomic forces in eV per Å
-1.089 -1.856 1.823
-0.417 2.623 -0.371
0.945 1.179 -1.152
1.333 -2.884 -0.459
-1.081 2.044 -0.841
0.862 -0.259 -0.845
-0.651 0.387 1.779
0.370 -1.874 -0.916
-0.234 1.161 -0.664
-0.824 0.817 0.100
0.965 -2.674 1.066
0.371 -0.322 -0.640
-0.550 1.658 1.121

***

The following is a DFT calculation (ωB97M-V with the def2-TZVPD basis set) of a single C5H9NO molecule in a non-equilibrium geometry.

## Properties
Strongest force on any atom   4.26 eV/Å
SMILES   N[C@@H]1[C@H]2CO[C@@H]1C2
Highest occupied orbital energy   -9.011 eV
Energy above the lowest of the compared OMol25 structures with the same formula, charge and spin   4.9185 eV

Last column: Löwdin charge in e.
CARTESIAN COORDINATES (ANGSTROEM)
O -1.42402 0.90289 0.55407  -0.129
N 1.61938 0.08551 -1.30032  0.001
C -0.81418 -1.07632 -0.48650  -0.113
C -0.93694 0.38143 -0.66904  -0.309
C 0.63759 0.46518 -0.39704  -0.356
C 0.31193 -0.75045 0.72695  -0.047
C -0.68273 0.25398 1.55587  -0.218
H -1.95023 -1.58592 -0.50177  0.169
H -0.15947 1.02794 2.02918  0.071
H -1.48094 0.74885 -1.57315  0.163
H 2.48157 0.24459 -0.67529  0.120
H 1.85493 0.74223 -2.09878  0.109
H 1.09473 -1.33424 1.42041  0.162
H -0.06524 -1.52633 -1.13524  0.082
H -1.34314 -0.07405 2.46597  0.142
H 0.85679 1.49471 0.08468  0.154

Atomic forces in eV per Å
-1.249 0.014 -0.720
4.033 0.500 -0.902
-1.393 -2.832 0.835
2.263 -0.119 -0.486
-1.716 2.029 2.637
-2.799 3.142 0.655
0.036 -1.663 1.536
3.351 0.568 0.752
1.533 1.080 0.715
0.623 0.077 0.973
-1.142 -0.903 -1.588
-1.102 -0.779 1.223
-1.910 0.982 -2.223
-0.949 -0.227 -0.969
0.748 -0.433 -2.100
-0.327 -1.438 -0.338